Density functional theory data (the ωB97M-V functional and the def2-TZVPD basis) for 18 unconnected molecules or ions with the total composition C37H60B2N17O4.

Output
Energy (eV): -74216.0881
Charge: -1
E_HOMO (eV): -4.4
Energy above the lowest of the compared OMol25 structures with the same formula, charge and spin (eV): 0.000
E_LUMO (eV): 0.9
Molar mass (u): 828.63

Last columns: bonded neighbours and bond lengths (Å).
Element x y z (Å)
1 C -1.55 -2.15 -4.21  O2 1.418, H10 1.093, H11 1.094, H12 1.094
2 O -1.94 -0.83 -4.54  C1 1.418, B3 1.415
3 B -2.95 -0.22 -3.76  O2 1.415, O4 1.390, B5 1.717
4 O -2.47 0.91 -3.10  B3 1.390, H13 0.967
5 B -4.52 -0.90 -3.68  B3 1.717, O6 1.496, O9 1.513, H14 1.260
6 O -5.28 -0.98 -4.97  B5 1.496, C7 1.408
7 C -6.52 -1.50 -4.54  O6 1.408, C8 1.559, H15 1.097, H16 1.100
8 C -6.71 -0.94 -3.10  C7 1.559, O9 1.401, H17 1.100, H18 1.103
9 O -5.55 -0.22 -2.80  B5 1.513, C8 1.401
10 H -1.31 -2.27 -3.15  C1 1.093
11 H -0.66 -2.39 -4.80  C1 1.094
12 H -2.34 -2.86 -4.46  C1 1.094
13 H -1.51 0.91 -3.16  O4 0.967
14 H -4.35 -2.06 -3.23  B5 1.260
15 H -7.32 -1.19 -5.22  C7 1.097
16 H -6.45 -2.59 -4.50  C7 1.100
17 H -7.62 -0.33 -3.00  C8 1.100
18 H -6.85 -1.80 -2.41  C8 1.103
19 C 2.47 -3.56 -3.29  C20 1.457, H22 1.088, H23 1.089, H24 1.087
20 C 1.18 -4.17 -3.01  C19 1.457, N21 1.148
21 N 0.16 -4.65 -2.78  C20 1.148
22 H 3.06 -4.22 -3.92  C19 1.088
23 H 2.33 -2.61 -3.80  C19 1.089
24 H 3.01 -3.38 -2.36  C19 1.087
25 C -2.58 0.33 -7.71  C26 1.457, H28 1.092, H29 1.089, H30 1.088
26 C -1.32 0.64 -8.37  C25 1.457, N27 1.149
27 N -0.33 0.88 -8.91  C26 1.149
28 H -2.41 -0.25 -6.80  C25 1.092
29 H -3.09 1.25 -7.44  C25 1.089
30 H -3.22 -0.24 -8.39  C25 1.088
31 C -4.05 0.75 -0.25  C32 1.454, H34 1.085, H35 1.088, H36 1.090
32 C -2.67 0.60 0.18  C31 1.454, N33 1.152
33 N -1.58 0.49 0.52  C32 1.152
34 H -4.14 0.55 -1.31  C31 1.085
35 H -4.70 0.05 0.27  C31 1.088
36 H -4.37 1.77 -0.04  C31 1.090
37 C 6.10 -4.78 -0.65  C38 1.457, H40 1.089, H41 1.089, H42 1.089
38 C 5.83 -3.90 -1.78  C37 1.457, N39 1.149
39 N 5.62 -3.21 -2.68  C38 1.149
40 H 5.43 -5.64 -0.68  C37 1.089
41 H 7.13 -5.13 -0.68  C37 1.089
42 H 5.94 -4.25 0.29  C37 1.089
43 C -3.46 4.35 0.71  C44 1.456, H46 1.091, H47 1.089, H48 1.089
44 C -4.69 4.18 1.47  C43 1.456, N45 1.149
45 N -5.67 3.99 2.03  C44 1.149
46 H -2.99 3.38 0.57  C43 1.091
47 H -3.68 4.79 -0.26  C43 1.089
48 H -2.77 5.00 1.26  C43 1.089
49 C -1.26 5.09 -2.74  C50 1.455, H52 1.088, H53 1.089, H54 1.089
50 C -2.49 5.82 -2.46  C49 1.455, N51 1.149
51 N -3.47 6.38 -2.26  C50 1.149
52 H -0.40 5.73 -2.53  C49 1.088
53 H -1.21 4.19 -2.13  C49 1.089
54 H -1.25 4.81 -3.79  C49 1.089
55 C -3.56 -3.09 2.36  C56 1.458, H58 1.089, H59 1.089, H60 1.089
56 C -3.81 -2.92 0.93  C55 1.458, N57 1.150
57 N -4.00 -2.77 -0.19  C56 1.150
58 H -4.19 -3.88 2.76  C55 1.089
59 H -2.51 -3.34 2.52  C55 1.089
60 H -3.78 -2.16 2.88  C55 1.089
61 C 9.39 -3.93 2.34  C62 1.457, H64 1.089, H65 1.088, H66 1.089
62 C 8.12 -4.57 2.65  C61 1.457, N63 1.149
63 N 7.12 -5.08 2.92  C62 1.149
64 H 9.99 -4.57 1.70  C61 1.089
65 H 9.21 -2.97 1.86  C61 1.088
66 H 9.93 -3.75 3.27  C61 1.089
67 C -8.38 -1.66 -8.24  C68 1.457, H70 1.089, H71 1.089, H72 1.089
68 C -8.92 -2.55 -7.23  C67 1.457, N69 1.149
69 N -9.30 -3.25 -6.39  C68 1.149
70 H -8.76 -1.94 -9.23  C67 1.089
71 H -8.68 -0.63 -8.02  C67 1.089
72 H -7.29 -1.72 -8.24  C67 1.089
73 C -8.19 5.05 3.91  C74 1.458, H76 1.087, H77 1.088, H78 1.089
74 C -8.82 5.07 5.23  C73 1.458, N75 1.149
75 N -9.30 5.08 6.28  C74 1.149
76 H -7.30 4.44 3.93  C73 1.087
77 H -8.89 4.66 3.18  C73 1.088
78 H -7.92 6.07 3.63  C73 1.089
79 C 8.59 -1.07 5.61  C80 1.457, H82 1.089, H83 1.089, H84 1.087
80 C 8.45 -0.92 4.16  C79 1.457, N81 1.149
81 N 8.33 -0.80 3.03  C80 1.149
82 H 7.91 -1.83 5.97  C79 1.089
83 H 9.61 -1.35 5.85  C79 1.089
84 H 8.36 -0.13 6.10  C79 1.087
85 C 11.22 1.16 8.58  C86 1.455, H88 1.089, H89 1.089, H90 1.089
86 C 9.91 0.52 8.67  C85 1.455, N87 1.149
87 N 8.89 0.02 8.77  C86 1.149
88 H 11.92 0.51 8.08  C85 1.089
89 H 11.14 2.09 8.01  C85 1.089
90 H 11.57 1.39 9.58  C85 1.089
91 C 14.71 -1.46 9.28  C92 1.458, H94 1.089, H95 1.088, H96 1.089
92 C 14.71 -0.61 8.10  C91 1.458, N93 1.149
93 N 14.70 0.06 7.16  C92 1.149
94 H 14.07 -2.32 9.12  C91 1.089
95 H 15.72 -1.80 9.49  C91 1.088
96 H 14.34 -0.90 10.14  C91 1.089
97 C -1.71 -7.14 -4.19  C98 1.457, H100 1.088, H101 1.088, H102 1.089
98 C -1.15 -7.95 -5.26  C97 1.457, N99 1.149
99 N -0.71 -8.59 -6.10  C98 1.149
100 H -1.27 -7.44 -3.24  C97 1.088
101 H -1.49 -6.09 -4.34  C97 1.088
102 H -2.79 -7.28 -4.14  C97 1.089
103 C -4.98 6.82 -5.24  C104 1.456, H106 1.089, H107 1.089, H108 1.089
104 C -3.54 6.81 -5.46  C103 1.456, N105 1.148
105 N -2.40 6.75 -5.62  C104 1.148
106 H -5.17 7.18 -4.23  C103 1.089
107 H -5.46 7.48 -5.96  C103 1.089
108 H -5.37 5.82 -5.34  C103 1.089
109 C -7.82 5.63 -0.14  C110 1.458, H112 1.089, H113 1.088, H114 1.088
110 C -9.12 5.56 0.52  C109 1.458, N111 1.149
111 N -10.15 5.49 1.04  C110 1.149
112 H -7.37 4.65 -0.15  C109 1.089
113 H -7.94 6.00 -1.15  C109 1.088
114 H -7.17 6.31 0.41  C109 1.088
115 C 7.32 1.24 11.80  C116 1.455, H118 1.088, H119 1.088, H120 1.089
116 C 8.72 1.63 11.65  C115 1.455, N117 1.148
117 N 9.81 1.95 11.47  C116 1.148
118 H 7.22 0.52 12.61  C115 1.088
119 H 6.72 2.12 12.02  C115 1.088
120 H 6.98 0.78 10.87  C115 1.089

---

Density functional theory data (the ωB97M-V functional and the def2-TZVPD basis) for C11H11ClN2S in the gas phase at a distorted geometry.

Output
SMILES: Cc1cc2ccc(Cl)nn2c1[C@]1(C)CS1
Energy (eV): -37920.2079
E_HOMO (eV): -8.0
Energy above the lowest of the compared OMol25 structures with the same formula, charge and spin (eV): 0.731
E_LUMO (eV): 0.2
Molar mass (u): 238.74

Last columns: bonded neighbours and bond lengths (Å).
Element x y z (Å)
1 C 1.26 0.55 2.44  C2 1.469, H16 1.135, H17 1.076, H18 1.052
2 C 0.69 -0.21 1.32  C1 1.469, C3 1.347, C11 1.384
3 C 0.66 -1.55 1.21  C2 1.347, C4 1.399, H19 1.110
4 C 0.01 -1.99 0.05  C3 1.399, C5 1.390, N10 1.411
5 C -0.62 -3.12 -0.48  C4 1.390, C6 1.364, H20 1.043
6 C -1.30 -3.03 -1.66  C5 1.364, C7 1.368, H21 1.141
7 C -1.48 -1.77 -2.17  C6 1.368, Cl8 1.768, N9 1.324
8 Cl -2.42 -1.57 -3.65  C7 1.768
9 N -1.03 -0.63 -1.66  C7 1.324, N10 1.324
10 N -0.39 -0.77 -0.51  C4 1.411, N9 1.324, C11 1.304
11 C 0.06 0.25 0.17  C2 1.384, N10 1.304, C12 1.627
12 C -0.02 1.82 -0.22  C11 1.627, C13 1.491, C14 1.450, S15 1.801
13 C 1.10 2.21 -1.13  C12 1.491, H22 1.136, H23 1.128, H24 1.147
14 C -0.74 2.67 0.71  C12 1.450, S15 1.776, H25 1.200, H26 1.164
15 S -1.72 2.20 -0.70  C12 1.801, C14 1.776
16 H 0.80 0.60 3.47  C1 1.135
17 H 2.27 0.17 2.50  C1 1.076
18 H 1.23 1.56 2.15  C1 1.052
19 H 1.05 -2.30 1.92  C3 1.110
20 H -0.31 -4.06 -0.17  C5 1.043
21 H -1.89 -3.95 -1.97  C6 1.141
22 H 0.92 2.62 -2.17  C13 1.136
23 H 1.78 1.31 -1.18  C13 1.128
24 H 1.77 3.03 -0.69  C13 1.147
25 H -1.17 2.16 1.70  C14 1.200
26 H -0.51 3.81 0.73  C14 1.164

---

Density functional theory data (the ωB97M-V functional and the def2-TZVPD basis) for C6H11NP2 in the gas phase at a distorted geometry.

Output
Energy (eV): -26464.4179
E_HOMO (spin up / spin down) (eV): -7.4 / -7.4
Energy above the lowest of the compared OMol25 structures with the same formula, charge and spin (eV): 2.844
E_LUMO (spin up / spin down) (eV): 0.6 / 0.6
Molar mass (u): 159.11

Last columns: bonded neighbours and bond lengths (Å).
Element x y z (Å)
1 C -0.35 -1.24 -0.26  C5 1.459, N7 1.221
2 C 1.28 0.77 -0.13  C6 1.458, P8 1.613
3 C -2.48 -2.37 0.29  C5 1.531, H10 1.088, H11 1.087, H12 1.087
4 C 1.64 3.24 0.01  C6 1.529, H13 1.087, H14 1.087, H15 1.089
5 C -1.80 -1.21 -0.44  C1 1.459, C3 1.531, H16 1.093, H17 1.095
6 C 0.66 2.09 -0.23  C2 1.458, C4 1.529, H18 1.096, H19 1.096
7 N 0.48 -2.11 -0.07  C1 1.221, P9 1.639
8 P 2.68 0.03 0.15  C2 1.613, P9 2.311
9 P 2.12 -2.20 -0.01  N7 1.639, P8 2.311, H20 1.405
10 H -2.28 -2.31 1.36  C3 1.088
11 H -2.08 -3.32 -0.07  C3 1.087
12 H -3.55 -2.34 0.13  C3 1.087
13 H 2.43 3.21 -0.74  C4 1.087
14 H 2.10 3.14 0.99  C4 1.087
15 H 1.13 4.20 -0.05  C4 1.089
16 H -2.19 -0.25 -0.09  C5 1.093
17 H -2.00 -1.28 -1.51  C5 1.095
18 H 0.19 2.19 -1.21  C6 1.096
19 H -0.15 2.15 0.51  C6 1.096
20 H 2.17 -2.39 1.38  P9 1.405

---

Density functional theory data (the ωB97M-V functional and the def2-TZVPD basis) for C6H10 in the gas phase.

Output
SMILES: C=CCC(=C)C
Energy (eV): -6382.9528
E_HOMO (eV): -9.4
Energy above the lowest of the compared OMol25 structures with the same formula, charge and spin (eV): 0.907
E_LUMO (eV): 1.1
Molar mass (u): 82.15

Last columns: bonded neighbours and bond lengths (Å).
Element x y z (Å)
1 C -2.24 -1.37 0.48  C2 1.328, H7 1.088, H8 1.086
2 C -1.49 -0.29 0.28  C1 1.328, C3 1.509, H9 1.091
3 C -0.39 -0.20 -0.74  C2 1.509, C4 1.513, H10 1.098, H11 1.098
4 C 0.82 0.57 -0.25  C3 1.513, C5 1.332, C6 1.504
5 C 0.89 1.89 -0.42  C4 1.332, H12 1.087, H13 1.089
6 C 1.87 -0.23 0.47  C4 1.504, H14 1.094, H15 1.098, H16 1.097
7 H -2.05 -2.29 -0.06  C1 1.088
8 H -3.09 -1.36 1.15  C1 1.086
9 H -1.69 0.63 0.84  C2 1.091
10 H -0.79 0.30 -1.63  C3 1.098
11 H -0.10 -1.21 -1.05  C3 1.098
12 H 1.72 2.48 -0.04  C5 1.087
13 H 0.11 2.43 -0.95  C5 1.089
14 H 2.60 0.41 0.97  C6 1.094
15 H 2.42 -0.86 -0.25  C6 1.098
16 H 1.42 -0.90 1.20  C6 1.097